Entry one
Computed, not measured: a structure of composition C23H20BeClF6IN2O5P, with the ωB97M-V functional and the def2-TZVPD basis.

```
60
C23H20BeClF6IN2O5P, DFT the ωB97M-V functional and the def2-TZVPD basis
Be -0.170 0.813 0.455
C -0.821 -0.653 4.516
C 0.531 -0.680 3.908
N 1.498 -1.376 4.467
C 2.693 -1.378 3.878
C 3.044 -0.665 2.714
C 4.444 -0.777 2.165
O 5.120 0.468 2.143
C 2.073 0.098 2.109
C 2.367 0.953 0.952
N 1.438 1.523 0.290
C 1.800 2.300 -0.847
C 2.478 1.683 -1.890
C 2.783 2.407 -3.031
C 2.408 3.738 -3.123
C 1.736 4.353 -2.076
C 1.422 3.634 -0.932
I 0.489 4.583 0.664
C 0.745 0.052 2.661
O -0.249 0.583 2.102
H -0.927 -1.483 5.209
H -0.948 0.282 5.069
H -1.594 -0.672 3.750
H 3.452 -1.983 4.362
H 5.003 -1.527 2.733
H 4.382 -1.118 1.130
H 5.324 0.735 3.045
H 3.414 1.130 0.718
H 2.720 0.630 -1.803
H 3.302 1.927 -3.848
H 2.635 4.305 -4.015
H 1.456 5.394 -2.145
F -1.220 1.769 -0.122
P -3.064 1.798 0.261
F -4.596 1.810 0.596
F -2.610 2.352 1.691
F -3.012 3.273 -0.317
F -2.825 0.304 0.803
F -3.236 1.222 -1.203
C -4.040 -2.720 -0.366
C -3.415 -2.194 -1.622
C -4.184 -1.608 -2.612
C -3.591 -1.091 -3.753
Cl -4.589 -0.343 -4.968
C -2.223 -1.144 -3.928
C -1.437 -1.731 -2.946
C -2.029 -2.252 -1.805
O -1.342 -2.881 -0.798
C 0.058 -2.876 -0.835
C 0.688 -1.541 -0.431
O 1.907 -1.473 -0.307
O -0.144 -0.591 -0.230
H -5.116 -2.828 -0.492
H -3.860 -2.029 0.458
H -3.621 -3.686 -0.088
H -5.256 -1.540 -2.488
H -1.769 -0.724 -4.814
H -0.366 -1.748 -3.087
H 0.456 -3.179 -1.810
H 0.389 -3.627 -0.116
```

## Properties
HOMO (spin up / spin down): -7.889 / -7.888 eV
<S²>: 0.78
LUMO level (spin up / spin down): -1.5 / -3.9 eV
2S+1: 2
frontier orbital gap (spin up / spin down): 6.395 / 3.981 eV

Entry two
Computed, not measured: a structure of composition C23H20BeClF6IN2O5P, with the ωB97M-V functional and the def2-TZVPD basis.

```
60
C23H20BeClF6IN2O5P, DFT the ωB97M-V functional and the def2-TZVPD basis
Be 1.485 0.053 -0.901
C -1.999 1.685 -2.981
C -2.101 1.286 -1.560
N -3.243 1.372 -0.923
C -3.261 1.190 0.394
C -2.126 0.965 1.206
C -2.324 0.945 2.706
O -1.385 1.710 3.432
C -0.916 0.766 0.574
C 0.328 0.666 1.322
N 1.459 0.434 0.769
C 2.663 0.638 1.493
C 2.749 0.517 2.876
C 3.935 0.795 3.530
C 5.051 1.200 2.812
C 4.986 1.311 1.432
C 3.798 1.023 0.783
I 3.696 1.157 -1.301
C -0.883 0.870 -0.861
O 0.149 0.648 -1.537
H -2.992 1.782 -3.410
H -1.392 0.975 -3.541
H -1.484 2.651 -3.018
H -4.238 1.254 0.862
H -2.237 -0.081 3.072
H -3.346 1.276 2.918
H -1.286 2.583 3.022
H 0.265 0.915 2.374
H 1.889 0.192 3.448
H 3.986 0.694 4.605
H 5.977 1.426 3.323
H 5.852 1.621 0.865
F 1.283 3.088 0.022
P 0.420 4.394 0.529
F -0.469 5.611 1.057
F 1.692 4.895 1.361
F 0.879 5.205 -0.768
F -0.060 3.487 1.827
F -0.868 3.807 -0.294
C -1.473 -3.984 0.760
C -1.738 -3.429 -0.608
C -2.986 -2.953 -0.973
C -3.205 -2.442 -2.246
Cl -4.789 -1.872 -2.679
C -2.180 -2.393 -3.168
C -0.917 -2.853 -2.815
C -0.698 -3.379 -1.549
O 0.495 -3.861 -1.113
C 1.624 -3.696 -1.942
C 2.085 -2.236 -2.056
O 2.901 -1.916 -2.898
O 1.531 -1.458 -1.180
H -2.361 -3.908 1.386
H -0.650 -3.451 1.240
H -1.174 -5.032 0.704
H -3.803 -2.987 -0.262
H -2.359 -2.000 -4.159
H -0.118 -2.795 -3.542
H 1.461 -4.089 -2.948
H 2.422 -4.270 -1.474
```

## Properties
HOMO (spin up / spin down): -8.667 / -8.669 eV
<S²>: 0.78
LUMO level (spin up / spin down): -1.6 / -3.8 eV
2S+1: 2
frontier orbital gap (spin up / spin down): 7.020 / 4.864 eV

In order of decreasing stability: entry one, entry two.

Entry one
Computed, not measured: a cluster of 2 separate species, C3H8NO3 in total, with the ωB97M-V functional and the def2-TZVPD basis.

```
15
C3H8NO3, DFT the ωB97M-V functional and the def2-TZVPD basis
C -0.290 0.576 -1.194
N -0.220 0.674 0.242
C -1.177 -0.017 1.041
O -1.791 -0.935 0.469
O -1.235 0.346 2.245
C 0.357 -0.701 -1.711
H 0.251 1.422 -1.631
H -1.316 0.653 -1.567
H 0.078 1.548 0.634
H 0.181 -0.878 -2.773
H 1.442 -0.738 -1.580
H -0.032 -1.507 -1.155
H 1.533 -0.182 1.616
H 0.639 -0.039 2.785
O 1.581 -0.223 2.578
```

## Properties
HOMO: -4.471 eV
LUMO level: 4.0 eV
total charge: -1
frontier orbital gap: 8.494 eV

Entry two
Computed, not measured: a cluster of 2 separate species, C3H8NO3 in total, with the ωB97M-V functional and the def2-TZVPD basis.

```
15
C3H8NO3, DFT the ωB97M-V functional and the def2-TZVPD basis
O -1.953 -1.363 0.081
C -1.435 -0.628 0.885
C -0.025 -0.117 0.747
N 0.543 -0.254 -0.569
C 2.041 0.241 -0.458
O 2.674 -0.136 0.623
H -1.902 -0.333 1.850
H 0.522 -0.731 1.472
H 0.067 0.939 0.999
H 0.652 -1.229 -0.791
H 1.865 1.353 -0.495
H 2.472 -0.142 -1.403
H -1.668 1.004 -1.731
H -0.776 1.798 -0.844
O -1.717 1.643 -1.012
```

## Properties
HOMO: -3.003 eV
LUMO level: 3.9 eV
total charge: -1
frontier orbital gap: 6.905 eV

In order of decreasing stability: entry one, entry two.

Entry one
Computed, not measured: a cluster of 14 separate species, C8H24B2O28 in total, with the ωB97M-V functional and the def2-TZVPD basis.

```
62
C8H24B2O28, DFT the ωB97M-V functional and the def2-TZVPD basis
O 12.715 10.003 11.725
C 13.688 10.088 10.994
O 14.740 9.288 11.005
B 15.811 9.760 10.132
O 15.138 10.829 9.349
C 13.947 11.121 9.887
O 13.211 12.060 9.559
O 16.273 8.662 9.294
C 17.587 8.642 9.299
O 18.329 7.916 8.710
C 18.082 9.774 10.281
O 17.041 10.249 10.868
O 19.210 10.126 10.469
O 16.584 6.915 11.765
C 15.978 6.065 11.170
O 16.037 5.754 9.900
B 15.135 4.626 9.604
O 14.826 4.070 10.917
C 15.207 4.905 11.844
O 15.016 4.746 13.057
O 13.926 5.064 8.911
C 14.105 4.798 7.628
O 13.301 5.175 6.741
C 15.300 3.903 7.437
O 15.784 3.700 8.689
O 15.686 3.449 6.372
O 15.143 0.082 6.728
H 15.220 0.991 6.429
H 15.106 0.145 7.688
O 10.987 4.656 10.219
H 11.847 5.071 10.309
H 10.743 4.805 9.297
O 16.416 1.989 12.849
H 15.900 2.526 13.456
H 17.060 2.598 12.473
O 18.250 2.301 9.532
H 18.745 2.985 9.989
H 17.573 2.783 9.050
O 18.741 1.956 5.773
H 17.804 1.895 5.977
H 18.818 2.744 5.231
O 14.382 2.821 3.957
H 15.092 3.269 4.426
H 13.587 3.083 4.426
O 14.238 7.431 13.793
H 13.326 7.619 13.556
H 14.480 6.667 13.255
O 18.650 4.191 11.880
H 19.556 4.016 12.148
H 18.702 5.000 11.362
O 14.867 0.860 9.798
H 14.059 0.461 10.128
H 15.093 1.528 10.454
O 10.583 4.541 7.420
H 11.387 4.730 6.919
H 10.532 3.582 7.444
O 13.456 2.477 13.982
H 13.891 3.033 13.326
H 12.788 1.998 13.488
O 17.399 8.679 13.806
H 17.261 8.062 13.080
H 16.511 8.913 14.086
```

## Properties
HOMO: -5.144 eV
LUMO level: 3.3 eV
total charge: -2
frontier orbital gap: 8.430 eV

Entry two
Computed, not measured: a structure of composition C8H24B2O28, with the ωB97M-V functional and the def2-TZVPD basis.

```
62
C8H24B2O28, DFT the ωB97M-V functional and the def2-TZVPD basis
O -39.189 6.132 6.676
C -38.861 7.250 7.172
O -39.436 7.755 8.211
B -39.006 9.230 8.136
O -38.101 9.408 6.970
C -38.076 8.256 6.492
O -37.336 7.919 5.623
O -38.209 9.587 9.348
C -38.993 10.283 10.017
O -38.828 10.488 11.200
C -40.104 10.828 9.204
O -40.094 10.179 8.152
O -40.664 11.879 9.383
O -39.933 3.719 10.411
C -38.978 4.401 10.750
O -37.882 4.550 10.263
B -37.330 5.783 10.650
O -38.289 6.331 11.649
C -39.227 5.470 11.701
O -40.181 5.544 12.402
O -37.197 6.723 9.412
C -35.915 6.968 9.407
O -35.391 7.591 8.423
C -35.217 6.382 10.427
O -35.987 5.792 11.220
O -33.966 6.311 10.625
O -40.874 2.525 13.129
H -41.715 2.039 13.202
H -41.147 3.311 12.505
O -37.406 1.870 8.854
H -36.685 2.554 9.177
H -37.807 2.143 7.926
O -33.496 3.364 10.897
H -33.605 4.290 10.927
H -34.382 2.925 10.960
O -35.291 4.658 13.718
H -34.396 4.556 13.728
H -35.572 4.128 12.951
O -30.747 7.046 10.058
H -29.834 6.888 9.824
H -31.112 6.528 10.640
O -39.028 1.006 10.936
H -39.755 1.778 10.966
H -38.556 0.994 10.243
O -32.982 8.600 7.796
H -33.887 8.347 8.175
H -32.396 8.478 8.524
O -32.941 4.640 7.616
H -32.976 5.521 8.030
H -32.796 4.755 6.658
O -40.884 3.874 7.432
H -40.427 4.686 7.053
H -40.665 3.526 8.366
O -41.871 8.647 12.528
H -42.204 9.243 13.245
H -41.087 8.223 13.018
O -32.237 8.892 11.874
H -31.582 9.346 12.182
H -31.881 8.286 11.268
O -40.705 6.964 14.661
H -40.400 6.312 14.072
H -41.575 6.472 14.867
```

## Properties
HOMO: -4.909 eV
LUMO level: 3.6 eV
total charge: -2
frontier orbital gap: 8.517 eV

In order of decreasing stability: entry one, entry two.

Entry one
Computed, not measured: a cluster of 5 separate species, H10O4S in total, with the ωB97M-V functional and the def2-TZVPD basis.

```
15
H10O4S, DFT the ωB97M-V functional and the def2-TZVPD basis
O -1.327 -1.548 0.510
H -1.808 -2.352 0.329
H -0.445 -1.584 0.191
O -1.063 0.689 1.977
H -1.168 0.579 2.922
H -1.448 -0.036 1.489
O -2.249 2.573 0.316
H -2.636 1.710 0.117
H -1.854 2.443 1.182
O 0.232 1.485 -0.862
H -0.675 1.788 -0.973
H 0.376 1.788 0.025
S 2.374 -1.684 -1.134
H 3.691 -1.870 -0.890
H 2.448 -0.585 -1.917
```

## Properties
HOMO: -9.772 eV
LUMO level: 0.4 eV
structure (SMILES): O.O.O.O.S
frontier orbital gap: 10.209 eV

Entry two
Computed, not measured: a cluster of 5 separate species, H10O4S in total, with the ωB97M-V functional and the def2-TZVPD basis.

```
15
H10O4S, DFT the ωB97M-V functional and the def2-TZVPD basis
O -0.314 1.426 1.179
H 0.283 0.730 0.864
H -0.030 1.546 2.078
O -0.865 -2.443 -0.923
H -0.404 -2.646 -1.727
H -0.818 -1.486 -0.891
O 1.983 0.921 -0.943
H 2.721 1.524 -1.115
H 1.342 1.517 -0.525
O 1.159 -1.122 0.693
H 1.938 -0.817 0.190
H 1.209 -2.037 0.361
S -3.133 0.858 -0.164
H -1.951 0.311 0.081
H -3.120 1.716 0.842
```

## Properties
HOMO: -9.256 eV
LUMO level: 0.3 eV
structure (SMILES): O.O.O.O.S
frontier orbital gap: 9.602 eV

In order of decreasing stability: entry one, entry two.

Entry one
Computed, not measured: a cluster of 2 separate species, CH5N2S in total, with the ωB97M-V functional and the def2-TZVPD basis.

```
9
CH5N2S, DFT the ωB97M-V functional and the def2-TZVPD basis
C -0.392 -0.250 0.277
N 0.014 -0.816 -1.861
N 0.193 0.852 0.419
S 0.378 1.933 1.741
H -1.211 -0.866 0.635
H -0.673 -1.550 -1.957
H 0.881 -1.376 -1.666
H 0.895 1.183 -0.205
H -0.086 0.891 2.616
```

## Properties
HOMO (spin up / spin down): -15.200 / -15.197 eV
LUMO level (spin up / spin down): -6.1 / -6.1 eV
total charge: +1
frontier orbital gap (spin up / spin down): 9.107 / 9.117 eV

Entry two
Computed, not measured: the ion CH5N2S with charge +1, with the ωB97M-V functional and the def2-TZVPD basis.

```
9
CH5N2S, DFT the ωB97M-V functional and the def2-TZVPD basis
N 1.593 0.005 -0.076
C 0.385 0.489 -0.072
N -0.726 -0.198 0.056
S -2.308 0.331 -0.257
H 2.366 0.603 -0.155
H 1.653 -0.883 0.321
H 0.412 1.711 -0.372
H -0.715 -1.215 0.319
H -2.660 -0.843 0.237
```

## Properties
HOMO: -13.921 eV
LUMO level: -4.0 eV
total charge: +1
structure (SMILES): N/C=[NH+]/S
frontier orbital gap: 9.878 eV

In order of decreasing stability: entry two, entry one.

Entry one
Computed, not measured: a cluster of 2 separate species, C2H7O in total, with the ωB97M-V functional and the def2-TZVPD basis.

```
10
C2H7O, DFT the ωB97M-V functional and the def2-TZVPD basis
O 0.035 -1.782 -0.406
H -0.109 -2.259 -1.258
H -0.814 -1.293 -0.248
H 0.700 -1.031 -0.422
C -0.655 1.017 0.351
C 0.689 0.948 0.367
H -1.181 1.530 -0.455
H -1.170 0.909 1.298
H 1.304 0.816 -0.526
H 1.201 1.146 1.300
```

## Properties
HOMO: -14.968 eV
LUMO level: -4.6 eV
total charge: +1
frontier orbital gap: 10.319 eV

Entry two
Computed, not measured: a cluster of 2 separate species, C2H7O in total, with the ωB97M-V functional and the def2-TZVPD basis.

```
10
C2H7O, DFT the ωB97M-V functional and the def2-TZVPD basis
O 0.774 0.094 -1.454
H 0.552 -0.200 -2.356
H 0.552 -0.676 -0.881
H 0.618 0.896 -0.926
C 0.119 -0.240 1.288
C -1.040 0.124 0.693
H 0.672 -1.174 1.300
H 0.643 0.590 1.762
H -1.765 -0.556 0.253
H -1.125 1.143 0.321
```

## Properties
HOMO: -15.136 eV
LUMO level: -4.8 eV
total charge: +1
frontier orbital gap: 10.351 eV

In order of decreasing stability: entry one, entry two.

Entry one
Computed, not measured: an isolated molecule of C23H32N2O4, with the ωB97M-V functional and the def2-TZVPD basis.

```
61
C23H32N2O4, DFT the ωB97M-V functional and the def2-TZVPD basis
C -2.938 -0.909 0.058
O -2.424 0.366 -0.239
C -1.061 0.547 -0.253
C -0.170 -0.438 0.150
C 1.205 -0.228 0.138
C 2.177 -1.280 0.552
O 3.271 -1.397 0.037
N 1.737 -2.107 1.537
C 2.590 -3.106 2.135
C 3.165 -2.643 3.483
C 4.063 -3.697 4.070
C 5.371 -3.699 3.853
C 6.314 -4.731 4.389
C 5.669 -5.564 5.493
C 4.271 -5.989 5.063
C 3.388 -4.755 4.899
C 1.698 0.993 -0.302
C 0.824 1.980 -0.700
C -0.557 1.789 -0.689
O -1.271 2.882 -1.071
C -2.600 2.791 -1.565
C -2.668 2.015 -2.883
C -4.084 2.088 -3.453
N -4.488 3.467 -3.634
C -4.659 3.951 -4.890
C -4.995 5.423 -5.017
O -4.571 3.231 -5.866
C -4.470 4.227 -2.408
C -3.064 4.229 -1.803
H -2.550 -1.672 -0.623
H -2.728 -1.199 1.093
H -4.016 -0.824 -0.074
H -0.549 -1.400 0.457
H 0.903 -1.855 2.044
H 2.019 -4.031 2.263
H 3.406 -3.283 1.432
H 2.343 -2.429 4.171
H 3.726 -1.722 3.314
H 5.816 -2.927 3.240
H 7.217 -4.242 4.763
H 6.623 -5.383 3.565
H 6.285 -6.439 5.711
H 5.597 -4.967 6.405
H 3.833 -6.666 5.800
H 4.334 -6.519 4.111
H 2.437 -5.034 4.437
H 3.157 -4.335 5.884
H 2.765 1.149 -0.331
H 1.185 2.938 -1.038
H -3.251 2.316 -0.822
H -2.390 0.973 -2.724
H -1.963 2.456 -3.591
H -4.133 1.601 -4.427
H -4.786 1.600 -2.767
H -5.125 5.642 -6.073
H -5.918 5.657 -4.492
H -4.189 6.040 -4.627
H -4.803 5.248 -2.581
H -5.165 3.755 -1.701
H -3.059 4.778 -0.862
H -2.364 4.712 -2.486
```

## Properties
HOMO: -8.374 eV
LUMO level: 0.5 eV
structure (SMILES): COc1cc(C(=O)NCCC2=CCCCC2)ccc1OC1CCN(C(C)=O)CC1
frontier orbital gap: 8.840 eV

Entry two
Computed, not measured: an isolated molecule of C23H32N2O4, with the ωB97M-V functional and the def2-TZVPD basis.

```
61
C23H32N2O4, DFT the ωB97M-V functional and the def2-TZVPD basis
O -2.954 -0.201 -1.716
C -3.218 -0.225 -0.530
N -2.321 0.127 0.417
C -0.961 0.504 0.109
C -0.748 2.007 0.393
C 0.663 2.425 0.103
C 1.619 2.430 1.112
C 2.924 2.807 0.844
C 3.289 3.182 -0.439
C 2.344 3.174 -1.451
C 1.040 2.796 -1.182
C -0.051 -0.295 1.044
O -0.333 -0.323 2.233
N 1.020 -0.944 0.551
C 1.451 -1.076 -0.820
C 2.847 -0.483 -1.009
C 3.845 -1.136 -0.041
C 3.310 -1.023 1.393
C 1.911 -1.623 1.474
O 5.111 -0.503 -0.110
C 5.990 -1.355 -0.810
C 5.415 -2.743 -0.520
O 4.032 -2.495 -0.414
C -4.587 -0.586 0.026
C -5.320 -1.536 -0.921
C -6.726 -1.832 -0.411
C -7.520 -0.540 -0.242
C -6.796 0.405 0.711
C -5.392 0.709 0.197
H -2.527 0.035 1.401
H -0.816 0.300 -0.952
H -1.449 2.571 -0.225
H -0.981 2.184 1.445
H 1.334 2.140 2.113
H 3.658 2.812 1.636
H 4.307 3.477 -0.647
H 2.623 3.466 -2.453
H 0.304 2.795 -1.973
H 0.755 -0.594 -1.503
H 1.493 -2.146 -1.060
H 2.840 0.588 -0.813
H 3.178 -0.653 -2.034
H 3.983 -1.550 2.070
H 3.294 0.033 1.662
H 1.499 -1.514 2.478
H 1.957 -2.685 1.208
H 5.966 -1.134 -1.885
H 6.997 -1.203 -0.422
H 5.806 -3.141 0.427
H 5.577 -3.465 -1.320
H -4.466 -1.064 1.004
H -5.367 -1.073 -1.908
H -4.751 -2.463 -1.018
H -7.238 -2.495 -1.111
H -6.663 -2.346 0.551
H -7.632 -0.056 -1.215
H -8.518 -0.763 0.140
H -7.358 1.336 0.814
H -6.728 -0.057 1.699
H -5.458 1.210 -0.772
H -4.876 1.379 0.888
```

## Properties
HOMO: -9.092 eV
LUMO level: 0.8 eV
structure (SMILES): O=C(N[C@@H](Cc1ccccc1)C(=O)N1CCC2(CC1)OCCO2)C1CCCCC1
frontier orbital gap: 9.897 eV

In order of decreasing stability: entry two, entry one.